# C44H121N11O11

A cluster of 11 separate species, C44H121N11O11 in total in a non-equilibrium geometry (wB97M-V/def2-TZVPD, OMol25).

Its total charge is -1. The gap between HOMO and LUMO (alpha / beta) comes out at 1.31 / 8.50 eV. Its multiplicity is 2. As for the HOMO energy (alpha / beta): 0.731 / -6.489 eV.

Last columns: bonded neighbours and bond lengths (Å).
Positions of all 187 atoms, in Å:
1 C 3.129 10.965 -10.103  C2 1.562, H7 1.090, H8 1.090, H9 1.090
2 C 1.857 10.683 -9.242  C1 1.562, C3 1.540, N6 1.526, H10 1.090
3 C 0.946 11.914 -9.067  C2 1.540, O4 1.438, H11 1.090, H12 1.090
4 O 0.122 11.727 -7.903  C3 1.438, C5 1.436
5 C -1.217 11.337 -8.246  O4 1.436, H13 1.090, H14 1.090, H15 1.090
6 N 1.130 9.486 -9.850  C2 1.526, H16 1.010, H17 1.010
7 H 3.807 11.697 -9.664  C1 1.090
8 H 2.889 11.383 -11.081  C1 1.090
9 H 3.734 10.087 -10.328  C1 1.090
10 H 2.181 10.356 -8.254  C2 1.090
11 H 0.451 12.172 -10.003  C3 1.090
12 H 1.622 12.692 -8.711  C3 1.090
13 H -1.238 10.250 -8.312  C5 1.090
14 H -1.424 11.597 -9.284  C5 1.090
15 H -1.885 11.844 -7.549  C5 1.090
16 H 1.815 9.028 -10.433  N6 1.010
17 H 0.560 9.749 -10.641  N6 1.010
18 C 1.457 3.176 -9.089  C19 1.578, H24 1.090, H25 1.090, H26 1.090
19 C 0.941 3.832 -10.429  C18 1.578, C20 1.531, N23 1.437, H27 1.090
20 C -0.219 3.137 -11.145  C19 1.531, O21 1.406, H28 1.090, H29 1.090
21 O 0.222 1.995 -11.838  C20 1.406, C22 1.416
22 C -0.872 1.156 -12.154  O21 1.416, H30 1.090, H31 1.090, H32 1.090
23 N 0.496 5.155 -10.086  C19 1.437, H33 1.010, H34 1.010
24 H 2.134 3.852 -8.567  C18 1.090
25 H 1.926 2.214 -9.293  C18 1.090
26 H 0.683 3.061 -8.331  C18 1.090
27 H 1.804 3.877 -11.094  C19 1.090
28 H -0.633 3.831 -11.877  C20 1.090
29 H -1.023 2.937 -10.436  C20 1.090
30 H -1.417 0.765 -11.294  C22 1.090
31 H -0.604 0.204 -12.611  C22 1.090
32 H -1.601 1.706 -12.750  C22 1.090
33 H -0.066 5.635 -10.774  N23 1.010
34 H -0.165 4.902 -9.365  N23 1.010
35 C -1.093 6.762 -1.312  C36 1.523, H41 1.090, H42 1.090, H43 1.090
36 C -0.374 7.899 -2.026  C35 1.523, C37 1.586, N40 1.436, H44 1.090
37 C -1.265 8.795 -2.986  C36 1.586, O38 1.368, H45 1.090, H46 1.090
38 O -2.329 9.106 -2.184  C37 1.368, C39 1.419
39 C -3.037 10.241 -2.659  O38 1.419, H47 1.090, H48 1.090, H49 1.090
40 N 0.222 8.753 -1.038  C36 1.436, H50 1.010, H51 1.010
41 H -0.398 6.245 -0.650  C35 1.090
42 H -1.523 5.965 -1.918  C35 1.090
43 H -1.999 7.131 -0.830  C35 1.090
44 H 0.424 7.361 -2.538  C36 1.090
45 H -1.557 8.260 -3.889  C37 1.090
46 H -0.586 9.554 -3.375  C37 1.090
47 H -2.834 10.423 -3.714  C39 1.090
48 H -2.766 11.154 -2.129  C39 1.090
49 H -4.121 10.124 -2.654  C39 1.090
50 H 0.362 9.577 -1.604  N40 1.010
51 H -0.430 9.056 -0.329  N40 1.010
52 C -2.010 6.896 -13.121  C53 1.554, H58 1.090, H59 1.090, H60 1.090
53 C -1.932 7.565 -11.721  C52 1.554, C54 1.547, N57 1.472, H61 1.090
54 C -2.945 8.724 -11.577  C53 1.547, O55 1.426, H62 1.090, H63 1.090
55 O -2.610 9.858 -12.374  C54 1.426, C56 1.414
56 C -3.433 10.989 -12.168  O55 1.414, H64 1.090, H65 1.090, H66 1.090
57 N -2.008 6.580 -10.628  C53 1.472, H67 1.010, H68 1.010
58 H -1.582 7.573 -13.860  C52 1.090
59 H -3.021 6.599 -13.400  C52 1.090
60 H -1.512 5.929 -13.180  C52 1.090
61 H -0.984 8.075 -11.552  C53 1.090
62 H -2.866 8.982 -10.521  C54 1.090
63 H -3.972 8.387 -11.717  C54 1.090
64 H -4.502 10.999 -12.379  C56 1.090
65 H -2.966 11.797 -12.732  C56 1.090
66 H -3.306 11.321 -11.137  C56 1.090
67 H -1.815 6.995 -9.728  N57 1.010
68 H -2.952 6.235 -10.524  N57 1.010
69 C -1.331 -0.375 -4.444  C70 1.574, H75 1.090, H76 1.090, H77 1.090
70 C -1.613 0.722 -5.536  C69 1.574, C71 1.565, N74 1.477, H78 1.090
71 C -2.305 2.015 -4.988  C70 1.565, O72 1.445, H79 1.090, H80 1.090
72 O -1.848 2.331 -3.653  C71 1.445, C73 1.420
73 C -0.995 3.466 -3.637  O72 1.420, H81 1.090, H82 1.090, H83 1.090
74 N -0.285 0.960 -6.137  C70 1.477, H84 1.010, H85 1.010
75 H -0.630 0.078 -3.743  C69 1.090
76 H -0.840 -1.272 -4.821  C69 1.090
77 H -2.187 -0.607 -3.811  C69 1.090
78 H -2.364 0.247 -6.167  C70 1.090
79 H -3.338 1.680 -4.894  C71 1.090
80 H -2.347 2.943 -5.558  C71 1.090
81 H -0.222 3.350 -4.397  C73 1.090
82 H -0.539 3.347 -2.654  C73 1.090
83 H -1.612 4.364 -3.655  C73 1.090
84 H 0.262 0.123 -5.994  N74 1.010
85 H 0.038 1.731 -5.571  N74 1.010
86 C 5.207 6.522 -4.719  C87 1.452, H92 1.090, H93 1.090, H94 1.090
87 C 6.399 6.202 -3.956  C86 1.452, C88 1.558, N91 1.447, H95 1.090
88 C 7.243 7.464 -3.612  C87 1.558, O89 1.456, H96 1.090, H97 1.090
89 O 8.568 6.997 -3.231  C88 1.456, C90 1.477
90 C 9.517 8.114 -3.421  O89 1.477, H98 1.090, H99 1.090, H100 1.090
91 N 6.110 5.474 -2.739  C87 1.447, H101 1.010, H102 1.010
92 H 5.426 6.969 -5.689  C86 1.090
93 H 4.560 7.228 -4.200  C86 1.090
94 H 4.642 5.604 -4.880  C86 1.090
95 H 6.925 5.486 -4.587  C87 1.090
96 H 6.657 8.062 -2.914  C88 1.090
97 H 7.360 8.024 -4.540  C88 1.090
98 H 9.837 8.634 -2.518  C90 1.090
99 H 9.248 8.834 -4.194  C90 1.090
100 H 10.394 7.581 -3.790  C90 1.090
101 H 6.283 4.497 -2.928  N91 1.010
102 H 6.991 5.676 -2.289  N91 1.010
103 C 7.239 11.262 -5.231  C104 1.518, H109 1.090, H110 1.090, H111 1.090
104 C 7.855 10.485 -6.381  C103 1.518, C105 1.486, N108 1.428, H112 1.090
105 C 7.261 10.686 -7.729  C104 1.486, O106 1.432, H113 1.090, H114 1.090
106 O 5.833 10.600 -7.790  C105 1.432, C107 1.363
107 C 5.389 9.350 -7.476  O106 1.363, H115 1.090, H116 1.090, H117 1.090
108 N 9.234 10.852 -6.389  C104 1.428, H118 1.010, H119 1.010
109 H 7.180 12.346 -5.333  C103 1.090
110 H 7.676 11.228 -4.233  C103 1.090
111 H 6.224 10.895 -5.082  C103 1.090
112 H 7.882 9.404 -6.244  C104 1.090
113 H 7.775 10.062 -8.460  C105 1.090
114 H 7.396 11.713 -8.066  C105 1.090
115 H 4.366 9.254 -7.838  C107 1.090
116 H 5.109 9.052 -6.466  C107 1.090
117 H 5.944 8.490 -7.849  C107 1.090
118 H 9.548 10.822 -5.429  N108 1.010
119 H 9.448 11.737 -6.827  N108 1.010
120 C 9.599 3.961 -7.372  C121 1.565, H126 1.090, H127 1.090, H128 1.090
121 C 8.517 4.864 -8.051  C120 1.565, C122 1.565, N125 1.431, H129 1.090
122 C 6.981 4.689 -7.815  C121 1.565, O123 1.388, H130 1.090, H131 1.090
123 O 6.310 5.687 -8.510  C122 1.388, C124 1.405
124 C 5.073 5.358 -9.088  O123 1.405, H132 1.090, H133 1.090, H134 1.090
125 N 8.869 6.162 -7.561  C121 1.431, H135 1.010, H136 1.010
126 H 10.524 4.090 -7.934  C120 1.090
127 H 9.348 2.905 -7.478  C120 1.090
128 H 9.676 4.188 -6.309  C120 1.090
129 H 8.828 4.795 -9.094  C121 1.090
130 H 6.695 4.799 -6.769  C122 1.090
131 H 6.666 3.741 -8.249  C122 1.090
132 H 4.274 5.613 -8.392  C124 1.090
133 H 5.067 4.360 -9.525  C124 1.090
134 H 5.013 6.054 -9.925  C124 1.090
135 H 8.988 6.070 -6.562  N125 1.010
136 H 8.043 6.730 -7.680  N125 1.010
137 C -4.996 7.376 -7.614  C138 1.597, H143 1.090, H144 1.090, H145 1.090
138 C -5.475 7.905 -6.186  C137 1.597, C139 1.574, N142 1.480, H146 1.090
139 C -5.170 6.850 -5.058  C138 1.574, O140 1.465, H147 1.090, H148 1.090
140 O -5.821 5.583 -5.404  C139 1.465, C141 1.371
141 C -5.585 4.654 -4.424  O140 1.371, H149 1.090, H150 1.090, H151 1.090
142 N -4.786 9.206 -6.027  C138 1.480, H152 1.010, H153 1.010
143 H -4.031 7.767 -7.937  C137 1.090
144 H -5.811 7.633 -8.290  C137 1.090
145 H -4.846 6.304 -7.483  C137 1.090
146 H -6.551 8.071 -6.140  C138 1.090
147 H -5.551 7.161 -4.085  C139 1.090
148 H -4.100 6.662 -4.972  C139 1.090
149 H -5.524 4.928 -3.371  C141 1.090
150 H -4.627 4.157 -4.577  C141 1.090
151 H -6.275 3.829 -4.599  C141 1.090
152 H -4.966 9.442 -5.062  N142 1.010
153 H -5.290 9.915 -6.540  N142 1.010
154 C -0.918 6.255 -6.382  C155 1.518, H160 1.090, H161 1.090, H162 1.090
155 C -0.055 7.420 -6.830  C154 1.518, C156 1.590, N159 1.448, H163 1.090
156 C 1.515 7.329 -6.595  C155 1.590, O157 1.450, H164 1.090, H165 1.090
157 O 1.647 7.547 -5.168  C156 1.450, C158 1.376
158 C 2.086 8.824 -4.900  O157 1.376, H166 1.090, H167 1.090, H168 1.090
159 N -0.299 7.492 -8.255  C155 1.448, H169 1.010, H170 1.010
160 H -1.970 6.434 -6.603  C154 1.090
161 H -0.691 6.282 -5.316  C154 1.090
162 H -0.614 5.313 -6.839  C154 1.090
163 H -0.233 8.351 -6.291  C155 1.090
164 H 2.107 8.023 -7.193  C156 1.090
165 H 1.896 6.325 -6.783  C156 1.090
166 H 1.532 9.120 -4.010  C158 1.090
167 H 1.806 9.596 -5.616  C158 1.090
168 H 3.114 8.972 -4.567  C158 1.090
169 H 0.291 6.816 -8.719  N159 1.010
170 H 0.060 8.360 -8.628  N159 1.010
171 C 4.689 11.508 -2.093  C172 1.529, H177 1.090, H178 1.090, H179 1.090
172 C 3.413 11.189 -1.312  C171 1.529, C173 1.596, N176 1.482, H180 1.090
173 C 2.142 11.936 -1.921  C172 1.596, O174 1.493, H181 1.090, H182 1.090
174 O 0.897 11.413 -1.285  C173 1.493, C175 1.427
175 C -0.215 12.276 -1.521  O174 1.427, H183 1.090, H184 1.090, H185 1.090
176 N 3.183 9.725 -1.354  C172 1.482, H186 1.010, H187 1.010
177 H 4.729 12.557 -2.384  C171 1.090
178 H 4.755 10.872 -2.976  C171 1.090
179 H 5.602 11.321 -1.528  C171 1.090
180 H 3.574 11.420 -0.259  C172 1.090
181 H 2.075 11.674 -2.977  C173 1.090
182 H 2.309 12.977 -1.642  C173 1.090
183 H -0.609 12.310 -2.536  C175 1.090
184 H -0.054 13.253 -1.066  C175 1.090
185 H -1.020 11.885 -0.898  C175 1.090
186 H 3.772 9.173 -0.747  N176 1.010
187 H 2.231 9.523 -1.085  N176 1.010